No. 1
{"formula": "C3H9NO", "method": "wB97M-V/def2-TZVPD", "elements": ["C", "N", "H", "H", "H", "H", "H", "C", "C", "O", "H", "H", "H", "H"], "positions_angstrom": [[-1.3050, 0.6827, -2.1429], [-1.6042, 0.6348, -0.7200], [-2.0105, 1.2900, -2.7076], [-1.1901, -0.3213, -2.5555], [-0.3521, 1.2070, -2.3373], [-0.8511, 0.8536, -0.0846], [-2.2824, 1.3586, -0.5086], [0.6087, -0.9703, 2.1424], [1.2030, -0.9385, 0.9627], [1.3232, 0.1916, 0.1418], [0.0987, -1.8987, 2.4015], [0.4730, -0.2176, 2.9088], [1.5767, -1.8375, 0.4933], [1.7896, 0.8472, 0.6791]], "forces_ev_per_a": [[1.530, 0.567, -0.038], [-1.179, 0.564, 0.500], [-0.433, -0.412, 0.077], [-0.294, 0.089, -0.116], [-0.063, -0.277, 0.057], [0.565, -0.330, -0.480], [-0.206, -0.235, -0.032], [-0.499, -0.820, 0.701], [-0.635, 0.631, -0.737], [1.300, -0.375, 1.193], [1.025, -0.285, 0.330], [-0.325, 0.686, -0.742], [-0.627, -0.129, -0.414], [-0.160, 0.326, -0.301]], "lumo_energy_ha": 0.0308, "e_above_lowest_kj_mol": 241.8, "total_charge": 0, "e_homo_ha": -0.32473, "energy_ha": -249.6216, "smiles": "C=CO.CN"}

=====

No. 2
{"formula": "C3H9NO", "method": "wB97M-V/def2-TZVPD", "elements": ["C", "C", "C", "O", "N", "H", "H", "H", "H", "H", "H", "H", "H", "H"], "positions_angstrom": [[-1.0820, 0.1932, -0.8465], [0.3125, -0.3602, -0.5640], [1.0853, 0.2648, 0.5442], [2.6466, -0.6148, 0.3232], [-1.9822, 0.1128, 0.3047], [-1.0339, 1.2323, -1.2133], [-1.5392, -0.4364, -1.6133], [0.2055, -1.4261, -0.3180], [0.9567, -0.3526, -1.4316], [1.4693, 1.2634, 0.3736], [0.7003, 0.2017, 1.5640], [2.1270, -0.2590, 1.0789], [-1.8710, -0.7226, 0.8645], [-1.9950, 0.9035, 0.9336]], "forces_ev_per_a": [[-0.080, -0.011, 0.499], [-0.471, -0.664, 0.094], [0.305, 0.666, -2.646], [-2.126, 1.068, -0.251], [-0.349, 0.264, 0.230], [-0.151, -0.393, 0.153], [0.203, 0.244, -0.266], [-0.013, 0.151, 0.030], [0.015, 0.222, -0.358], [-0.311, 0.202, -0.195], [-0.007, -0.486, 0.022], [2.668, -1.281, 3.112], [0.091, -0.065, -0.213], [0.224, 0.083, -0.212]], "lumo_energy_ha": 0.0232, "e_above_lowest_kj_mol": 406.9, "total_charge": 0, "e_homo_ha": -0.34539, "energy_ha": -249.5587}

=====

No. 3
{"formula": "C3H9NO", "method": "wB97M-V/def2-TZVPD", "elements": ["C", "C", "C", "N", "H", "H", "H", "H", "H", "H", "H", "H", "H", "O"], "positions_angstrom": [[1.5080, 0.8734, 0.0060], [0.8994, -0.3412, -0.5398], [-0.2193, -0.9218, -0.0693], [-0.6341, -2.2120, -0.4551], [0.8143, 1.3892, 0.6970], [2.3866, 0.7274, 0.6480], [1.8496, 1.5839, -0.7519], [1.3414, -0.7267, -1.4495], [-0.9943, -0.3881, 0.4759], [-1.2606, -2.6555, 0.1918], [0.2339, -2.6535, -0.7188], [-2.6226, 2.1755, 0.8084], [-1.5239, 1.3592, 0.1720], [-1.7785, 1.7903, 0.9854]], "forces_ev_per_a": [[-0.039, 1.647, 1.014], [-0.825, -0.455, -0.127], [-0.478, 0.107, -0.627], [0.759, 1.425, -0.576], [0.123, -0.032, -0.431], [0.008, -0.511, -0.237], [-0.227, -0.013, -0.069], [0.408, -0.691, 0.222], [0.648, -0.144, 0.777], [0.311, -0.384, -0.003], [-0.620, -1.152, 0.133], [-0.853, 0.420, -0.148], [0.139, -0.019, -0.419], [0.646, -0.199, 0.491]], "lumo_energy_ha": 0.0346, "e_above_lowest_kj_mol": 151.3, "total_charge": 0, "e_homo_ha": -0.28968, "energy_ha": -249.6561, "smiles": "C/C=C/N.O"}

=====

No. 4
{"formula": "C3H9NO", "method": "wB97M-V/def2-TZVPD", "elements": ["C", "C", "C", "N", "O", "H", "H", "H", "H", "H", "H", "H", "H", "H"], "positions_angstrom": [[0.0467, -0.0151, -0.2480], [-0.8572, -1.1134, 0.3052], [-0.7360, 1.2654, -0.5158], [1.0782, 0.2747, 0.7351], [2.0114, -0.7698, 0.8574], [2.3867, -0.9925, -0.0134], [1.5853, 1.1249, 0.4823], [0.4985, -0.3707, -1.1988], [-0.2588, -1.9745, 0.5924], [-1.3769, -0.7492, 1.1859], [-1.1400, 1.6494, 0.4178], [-0.0979, 2.0279, -0.9583], [-1.5844, -1.4192, -0.4424], [-1.5556, 1.0620, -1.1994]], "forces_ev_per_a": [[-0.197, -0.283, -0.051], [0.278, 0.086, -0.217], [0.280, -0.217, 0.051], [0.049, 0.545, -0.068], [0.232, -0.304, 0.071], [-0.225, 0.258, 0.025], [-0.014, -0.279, -0.023], [-0.052, 0.092, 0.170], [-0.021, -0.083, 0.013], [-0.094, 0.059, 0.133], [-0.081, 0.047, 0.083], [0.025, 0.123, -0.068], [-0.109, -0.063, -0.064], [-0.073, 0.018, -0.055]], "lumo_energy_ha": 0.0369, "e_above_lowest_kj_mol": 202.5, "total_charge": 0, "e_homo_ha": -0.34415, "energy_ha": -249.6366, "smiles": "CC(C)NO"}

=====

No. 5
{"formula": "C3H9NO", "method": "wB97M-V/def2-TZVPD", "elements": ["C", "C", "C", "N", "O", "H", "H", "H", "H", "H", "H", "H", "H", "H"], "positions_angstrom": [[-2.1985, 0.3769, -0.2842], [2.2678, 0.1315, -0.5303], [-1.0845, -0.4923, 0.0322], [1.3615, -0.1783, 0.6855], [0.2125, 0.5502, 0.5889], [-2.5757, 0.8791, 0.5614], [-1.6955, 1.2347, -0.6821], [-2.9007, -0.1825, -0.8811], [2.5106, 1.2013, -0.7406], [3.0955, -0.5564, -0.4562], [1.7267, -0.1743, -1.4751], [-0.4976, -0.9301, -0.8030], [-1.0632, -1.0987, 0.8417], [1.8267, 0.1608, 1.4989]], "forces_ev_per_a": [[0.763, 0.401, -0.042], [-2.077, -0.403, -0.259], [5.229, 2.254, -0.921], [1.581, -0.399, -2.588], [-3.566, -0.533, -1.020], [-1.197, -0.270, 1.443], [-0.115, 0.456, -1.695], [-0.486, 0.524, -0.380], [0.097, -0.682, 0.817], [0.620, 0.239, 0.097], [0.251, 0.086, 1.141], [-0.947, 0.121, 0.333], [-0.503, -2.063, 2.350], [0.350, 0.270, 0.726]], "lumo_energy_ha": 0.0429, "e_above_lowest_kj_mol": 398.5, "total_charge": 0, "e_homo_ha": -0.31041, "energy_ha": -249.5619, "smiles": "CCONC"}

=====

No. 6
{"formula": "C3H9NO", "method": "wB97M-V/def2-TZVPD", "elements": ["C", "O", "H", "H", "H", "C", "C", "N", "H", "H", "H", "H", "H", "H"], "positions_angstrom": [[0.6375, 2.0444, 0.0262], [-0.7296, 1.6094, -0.0409], [0.8480, 2.8549, -0.6671], [0.8772, 2.3661, 1.0426], [1.2636, 1.1779, -0.1737], [0.0486, -1.9585, -0.0794], [-0.1091, -1.5369, 1.1768], [-0.2613, -1.2590, -1.2481], [0.4263, -2.9538, -0.2967], [-0.1623, -2.2395, 1.9954], [-0.2072, -0.4894, 1.4266], [-0.8684, -1.7584, -1.8765], [-1.2166, 2.4367, -0.1315], [-0.5468, -0.2939, -1.1538]], "forces_ev_per_a": [[-0.030, -0.529, 0.589], [0.351, 0.749, -0.260], [0.057, -0.047, -0.174], [-0.002, 0.153, -0.005], [0.047, 0.044, -0.247], [-0.789, -0.076, -0.087], [0.335, 0.074, 0.027], [0.816, 0.494, -0.270], [-0.532, -0.221, 0.189], [0.783, -0.066, 0.035], [-0.659, 0.025, -0.141], [0.190, -0.141, -0.053], [-0.381, -0.363, 0.051], [-0.186, -0.096, 0.346]], "lumo_energy_ha": 0.0285, "e_above_lowest_kj_mol": 185.6, "total_charge": 0, "e_homo_ha": -0.29163, "energy_ha": -249.6430, "smiles": "C=CN.CO"}

=====

No. 7
{"formula": "C3H9NO", "method": "wB97M-V/def2-TZVPD", "elements": ["C", "C", "C", "N", "O", "H", "H", "H", "H", "H", "H", "H", "H", "H"], "positions_angstrom": [[0.1094, -0.7900, 0.3916], [-0.1054, 1.5125, -0.2117], [1.6084, -0.7953, 0.1824], [-0.5954, 0.3247, 0.4600], [-2.5860, -0.6545, -0.6256], [-2.8170, -0.1884, 0.2036], [-0.1633, -1.5139, 1.1782], [-1.5535, -0.9565, -0.8341], [0.0347, 1.3787, -1.2877], [0.8488, 1.8297, 0.2253], [-0.8278, 2.3159, -0.0518], [1.9259, -0.1489, -0.6359], [1.9312, -1.8117, -0.0554], [2.1900, -0.5023, 1.0611]], "forces_ev_per_a": [[0.664, 3.615, 3.546], [0.094, 0.268, 0.251], [0.096, -0.641, -1.503], [1.719, -2.359, -0.409], [1.551, -1.729, -2.161], [1.669, -0.646, -0.635], [-0.681, -0.289, -0.982], [-4.760, 1.811, 1.925], [-0.012, -0.070, 0.071], [-0.001, 0.011, -0.088], [0.088, -0.101, -0.126], [0.004, -0.037, -0.033], [0.090, 0.055, -0.073], [-0.521, 0.113, 0.217]], "lumo_energy_ha": 0.0120, "e_above_lowest_kj_mol": 283.8, "total_charge": 0, "e_homo_ha": -0.34441, "energy_ha": -249.6056, "smiles": "C/C=N\\C.O"}

=====

No. 8
{"formula": "C3H9NO", "method": "wB97M-V/def2-TZVPD", "elements": ["C", "O", "C", "C", "N", "H", "H", "H", "H", "H", "H", "H", "H", "H"], "positions_angstrom": [[0.4480, -1.2531, 0.2915], [-0.2035, -2.3025, -0.1701], [-0.1786, 0.1402, -0.3681], [0.8440, 1.2534, -0.2930], [-1.3658, 0.3783, 0.4444], [1.5694, -1.3013, -0.1092], [0.4198, -1.2513, 1.4268], [-1.1573, -1.9972, -0.2234], [-0.5077, 0.0033, -1.3279], [1.9051, 1.2287, 0.2871], [1.1696, 1.1267, -1.3125], [0.4412, 2.2478, -0.0284], [-2.1666, 1.0372, -0.0649], [-1.2175, 0.6897, 1.4476]], "forces_ev_per_a": [[3.257, 3.812, -0.766], [-3.579, -2.202, -1.407], [1.364, -0.907, 6.601], [2.692, 0.520, 0.211], [-3.611, 1.965, -0.410], [-2.075, 0.016, 1.139], [0.274, 0.732, -1.046], [1.258, -0.876, 0.181], [-0.535, -0.704, -2.431], [-2.753, -0.804, -0.695], [0.752, 1.416, -0.672], [-0.044, -0.496, -0.654], [3.048, -2.114, 1.972], [-0.046, -0.358, -2.024]], "lumo_energy_ha": 0.0359, "e_above_lowest_kj_mol": 254.1, "total_charge": 0, "e_homo_ha": -0.33011, "energy_ha": -249.6169, "smiles": "C[C@H](N)CO"}